1.
Below is a molecular structure, C58H75N3P3SiTi, with properties calculated with ωB97M-V with the def2-TZVPD basis set.

Values from the calculation:
Kohn-Sham gap (alpha / beta)   4.90 / 6.56 eV
HOMO energy (alpha / beta)   -2.45 / -4.12 eV
F_max   0.0114 Eh/bohr
<S²>   2.082
LUMO (alpha / beta)   2.446 / 2.441 eV
Total energy   -124695.7078 eV

Geometry as ORCA input:
```
! wB97M-V def2-TZVPD RIJCOSX def2/J DEFGRID3
* xyz -1 3
Ti -0.9127 -1.1258 0.1447
C 0.1601 -4.5796 -1.3651
C 1.5661 -4.0583 -1.0554
C 2.5930 -4.8917 -1.8277
P 1.5795 -2.1983 -1.1842
C 2.3310 -1.6731 -2.8171
C 3.8537 -1.6512 -2.9156
C 1.7306 -2.4325 -4.0046
C 2.8842 -1.6798 -0.0093
C 3.9256 -2.5373 0.3426
C 4.9110 -2.1446 1.2322
C 4.8565 -0.8690 1.7719
C 3.8170 -0.0164 1.4302
C 2.7962 -0.3867 0.5451
Si 1.2057 0.7310 0.2643
C 1.6421 2.0634 1.6473
C 2.5901 3.0409 1.2913
C 3.1040 3.9638 2.1825
C 2.6841 3.9478 3.5063
C 1.7557 3.0020 3.8923
C 1.2323 2.0641 2.9930
P -0.0585 0.8919 3.5609
C -1.3502 2.0888 4.1752
C -2.6092 1.2938 4.5322
C -1.6679 3.1956 3.1766
C 0.6143 0.2423 5.2002
C 0.2000 0.9356 6.4968
C 2.1352 0.0879 5.1720
C 1.7573 1.7414 -1.3517
C 3.1135 1.5575 -1.6711
C 3.7402 2.1144 -2.7732
C 3.0154 2.9316 -3.6157
C 1.6851 3.1749 -3.3203
C 1.0225 2.6029 -2.2281
P -0.7440 3.1050 -1.8981
C -0.5176 4.8600 -1.2946
C 0.0066 5.8907 -2.2915
C 0.3304 4.8840 -0.0354
C -1.6732 3.6080 -3.4832
C -0.9686 3.9662 -4.7935
C -2.8375 2.6851 -3.8493
H 0.0988 -5.6482 -1.1441
H -0.0870 -4.4400 -2.4214
H -0.5999 -4.0690 -0.7777
H 1.7394 -4.1991 0.0189
H 2.3028 -4.9881 -2.8726
H 2.6184 -5.9022 -1.4102
H 3.6071 -4.4956 -1.7974
H 1.9906 -0.6343 -2.8817
H 4.2844 -2.6490 -2.8134
H 4.3092 -1.0109 -2.1619
H 4.1359 -1.2677 -3.9010
H 0.6701 -2.6542 -3.8787
H 2.2618 -3.3697 -4.1663
H 1.8359 -1.8396 -4.9166
H 3.9628 -3.5390 -0.0624
H 5.7050 -2.8289 1.5048
H 5.6124 -0.5376 2.4744
H 3.7923 0.9581 1.9019
H 2.9426 3.0827 0.2688
H 3.8269 4.6967 1.8431
H 3.0767 4.6570 4.2247
H 1.4181 2.9909 4.9229
H -0.9596 2.5732 5.0764
H -3.1592 1.0451 3.6238
H -3.2676 1.8755 5.1837
H -2.3836 0.3520 5.0376
H -2.0060 2.7886 2.2236
H -0.8025 3.8301 2.9893
H -2.4704 3.8264 3.5707
H 0.1864 -0.7678 5.2201
H 0.6470 1.9274 6.5976
H 0.5541 0.3386 7.3420
H -0.8799 1.0419 6.6004
H 2.6377 1.0545 5.0930
H 2.4646 -0.5251 4.3433
H 2.4721 -0.3911 6.0957
H 3.7193 0.9403 -1.0218
H 4.7888 1.9113 -2.9579
H 3.4748 3.3937 -4.4816
H 1.1506 3.8521 -3.9628
H -1.5430 5.1387 -1.0208
H 1.0070 5.6231 -2.6398
H 0.0842 6.8656 -1.8004
H -0.6432 6.0136 -3.1593
H 1.3837 4.7596 -0.2894
H 0.0638 4.0864 0.6542
H 0.2220 5.8372 0.4891
H -2.1345 4.5298 -3.1055
H -0.4575 3.0979 -5.2123
H -0.2542 4.7852 -4.7076
H -1.7269 4.2727 -5.5198
H -2.4944 1.8208 -4.4051
H -3.5368 3.2311 -4.4894
H -3.3896 2.3238 -2.9888
C 1.4756 -3.2876 3.1220
C 0.9598 -2.2671 2.3567
N -0.2380 -2.3461 1.6941
C -0.9805 -3.4947 1.9318
C -0.5486 -4.5450 2.7681
C 0.7561 -4.4542 3.3347
C -1.4191 -5.6235 3.0051
C -2.6546 -5.6557 2.4004
C -3.0385 -4.6731 1.4871
C -2.1748 -3.6162 1.1859
N -2.2538 -2.6700 0.1656
C -2.9720 -2.8560 -1.0111
C -4.0684 -3.6798 -1.2728
C -4.5515 -3.8239 -2.5771
C -3.9642 -3.1828 -3.6419
C -2.8880 -2.3046 -3.4176
C -2.2050 -1.6090 -4.4592
C -1.1771 -0.7481 -4.1164
C -0.8342 -0.5461 -2.7976
N -1.4504 -1.2101 -1.7738
C -2.4563 -2.1011 -2.0940
H 2.4551 -3.1457 3.5633
H 1.4832 -1.3290 2.2790
H 1.1443 -5.2680 3.9328
H -1.1056 -6.4132 3.6778
H -3.3425 -6.4645 2.6173
H -4.0047 -4.7600 1.0316
H -4.5836 -4.1937 -0.4857
H -5.4052 -4.4702 -2.7451
H -4.3239 -3.3317 -4.6530
H -2.4980 -1.7609 -5.4900
H -0.6301 -0.2039 -4.8778
H -0.0640 0.1578 -2.5146
C -4.7572 -0.0670 -0.4378
C -3.5222 0.8116 -0.2448
C -3.9693 2.2038 0.2094
C -2.4938 0.2115 0.7119
H -5.5538 0.4948 -0.9355
H -5.1408 -0.3992 0.5322
H -4.5616 -0.9557 -1.0330
H -3.0282 0.9337 -1.2080
H -4.4867 2.1494 1.1731
H -4.6580 2.6545 -0.5138
H -3.1163 2.8746 0.3221
H -3.0125 -0.2550 1.5617
H -1.8918 1.0292 1.1320
*
```

2.
Below is 27 unconnected molecules or ions with the total composition C58H82BrF5N26O6S2 in a non-equilibrium geometry, with properties calculated with ωB97M-V with the def2-TZVPD basis set.

Values from the calculation:
Kohn-Sham gap   8.01 eV
HOMO energy   -8.86 eV
F_max   0.2068 Eh/bohr
LUMO   -0.847 eV
Total energy   -217765.4602 eV

Geometry as ORCA input:
```
! wB97M-V def2-TZVPD RIJCOSX def2/J DEFGRID3
* xyz 0 1
C 0.1443 -1.1331 -3.2277
C 0.9687 -1.5747 -2.0626
C 0.3355 -1.9536 -0.5626
S 1.3296 -0.8325 0.5580
O 2.8172 -1.2908 0.7700
O 1.4448 0.5473 -0.2009
C 0.4655 -0.4111 2.1953
F -0.8412 0.3039 1.9942
F 1.3422 0.5907 2.9097
C 0.2320 -1.7056 3.1737
F 1.3677 -2.6549 3.2266
F 0.0694 -1.1646 4.5747
F -1.0685 -2.4148 2.8766
O -1.1241 -1.6126 -0.4848
S -2.0899 -3.0579 -0.4515
O -3.3423 -2.7065 0.3917
O -2.4265 -3.6385 -1.8756
O -0.9208 -4.0538 0.3627
C 0.3151 -3.5733 -0.3250
Br 1.8966 -4.5140 0.4529
H -0.7994 -0.4299 -3.1025
H 0.5152 -1.4647 -4.3066
H 2.1484 -1.6129 -2.2348
H 0.2136 -4.1145 -1.3845
C 2.4266 2.4126 -4.2125
C 2.1152 1.1185 -4.9464
N 1.8568 0.0449 -5.5552
H 2.9572 3.0998 -4.8773
H 1.4984 2.8849 -3.8793
H 3.0535 2.2053 -3.3408
C 3.4432 -8.9148 -0.2868
C 3.5763 -7.4335 -0.5999
N 3.6866 -6.2044 -0.8595
H 4.2819 -9.4648 -0.7225
H 3.4407 -9.0684 0.7958
H 2.5091 -9.3016 -0.7036
C -1.2505 -0.6082 -7.6647
C -1.5150 -0.6107 -6.1679
N -1.7345 -0.6125 -4.9262
H -1.7880 -1.4336 -8.1396
H -1.5888 0.3353 -8.1016
H -0.1798 -0.7248 -7.8542
C 3.0604 3.1848 4.4896
C 4.4767 3.7294 4.4027
N 5.6518 4.1813 4.3308
H 2.8984 2.4405 3.7050
H 2.9004 2.7155 5.4641
H 2.3399 3.9977 4.3632
C 5.5741 2.7639 8.1868
C 4.3085 2.5028 8.9869
N 3.2585 2.2862 9.6508
H 5.3173 3.0091 7.1525
H 6.1260 3.6002 8.6245
H 6.2102 1.8744 8.1944
C -0.1886 3.3977 10.5074
C -0.9033 4.4180 11.3782
N -1.4963 5.2647 12.1005
H -0.6742 2.4224 10.6008
H -0.2209 3.7128 9.4608
H 0.8554 3.3069 10.8199
C -3.4976 -4.9700 -4.9582
C -2.9701 -4.0535 -6.0499
N -2.5325 -3.2930 -6.9557
H -2.9308 -5.9051 -4.9503
H -3.3976 -4.4848 -3.9834
H -4.5527 -5.1948 -5.1376
C 7.6761 -7.3667 -0.1024
C 7.3648 -8.6608 -0.8364
N 7.1064 -9.7344 -1.4452
H 8.2068 -6.6795 -0.7672
H 6.7480 -6.8944 0.2307
H 8.3031 -7.5740 0.7692
C 1.1365 -8.9124 -4.1812
C 0.8719 -8.9148 -2.6845
N 0.6525 -8.9167 -1.4427
H 0.5989 -9.7378 -4.6561
H 0.7981 -7.9689 -4.6181
H 2.2071 -9.0290 -4.3708
C -2.0420 -3.8398 5.4553
C -3.3076 -4.1009 6.2554
N -4.3576 -4.3176 6.9193
H -2.2987 -3.5946 4.4210
H -1.4900 -3.0035 5.8930
H -1.4059 -4.7293 5.4629
C -1.9266 3.7961 -3.0479
C -0.5103 4.3407 -3.1348
N 0.6648 4.7926 -3.2067
H -2.0886 3.0518 -3.8325
H -2.0866 3.3268 -2.0733
H -2.6471 4.6090 -3.1742
C 6.1435 6.8743 1.8495
C 5.6287 6.8942 0.4196
N 5.2017 6.9108 -0.7668
H 5.9255 5.9071 2.3108
H 7.2246 7.0377 1.8589
H 5.6590 7.6634 2.4313
C 1.5535 -4.0364 6.8202
C 1.2422 -5.3305 6.0862
N 0.9837 -6.4041 5.4774
H 2.0841 -3.3492 6.1554
H 0.6253 -3.5641 7.1533
H 2.1805 -4.2437 7.6918
C -1.7729 3.1699 -10.6470
C -1.1545 1.7868 -10.5258
N -0.6416 0.6392 -10.4252
H -1.5757 3.5807 -11.6410
H -2.8540 3.1097 -10.4946
H -1.3439 3.8374 -9.8945
C 1.4611 7.0030 6.5369
C 2.0795 5.6198 6.6580
N 2.5924 4.4722 6.7586
H 1.6583 7.4137 5.5428
H 0.3800 6.9427 6.6892
H 1.8901 7.6704 7.2894
C 4.4330 -10.7899 -6.1333
C 4.2607 -9.2849 -6.0089
N 4.1179 -8.0362 -5.9058
H 3.4803 -11.2913 -5.9414
H 4.7726 -11.0443 -7.1410
H 5.1727 -11.1416 -5.4088
C 1.0527 7.7992 -5.4980
C 0.5379 7.8191 -6.9280
N 0.1109 7.8357 -8.1144
H 0.8347 6.8320 -5.0368
H 2.1338 7.9626 -5.4886
H 0.5682 8.5883 -4.9163
C 4.5472 -3.0226 -5.1140
C 3.2816 -3.2837 -4.3139
N 2.2316 -3.5004 -3.6500
H 4.2905 -2.7774 -6.1483
H 5.0991 -2.1863 -4.6763
H 5.1833 -3.9121 -5.1064
C -3.4315 4.9867 14.9848
C -3.6960 4.9842 16.4815
N -3.9155 4.9823 17.7233
H -3.9691 4.1613 14.5098
H -3.7698 5.9302 14.5479
H -2.3608 4.8701 14.7952
C 0.7036 10.9831 5.7153
C 0.3923 9.6891 4.9814
N 0.1339 8.6154 4.3726
H 1.2342 11.6704 5.0505
H -0.2246 11.4555 6.0485
H 1.3306 10.7759 6.5870
C -7.6525 -4.3821 -6.5372
C -7.0407 -5.3342 -5.5226
N -6.5329 -6.1241 -4.6810
H -8.4199 -3.7685 -6.0571
H -6.8789 -3.7276 -6.9482
H -8.1092 -4.9495 -7.3529
C -11.6815 -6.0249 -8.1645
C -11.1005 -4.8227 -7.4384
N -10.6185 -3.8252 -6.8359
H -11.0844 -6.9152 -7.9486
H -12.7100 -6.1977 -7.8359
H -11.6775 -5.8465 -9.2434
C -4.2612 1.8651 0.8703
C -4.1533 2.8409 -0.2901
N -4.0639 3.6505 -1.2528
H -3.5065 2.0997 1.6260
H -5.2535 1.9342 1.3245
H -4.1028 0.8434 0.5142
C 1.4393 -4.6643 -6.7632
C 1.1279 -5.9583 -7.4971
N 0.8695 -7.0320 -8.1060
H 1.9699 -3.9770 -7.4280
H 0.5111 -4.1919 -6.4301
H 2.0662 -4.8716 -5.8916
C -3.0449 8.8378 16.4107
C -2.5174 9.7543 15.3190
N -2.0798 10.5148 14.4133
H -2.4781 7.9027 16.4186
H -2.9449 9.3231 17.3855
H -4.0999 8.6131 16.2313
C -3.7659 8.9611 -8.6326
C -4.0772 7.6670 -9.3665
N -4.3356 6.5934 -9.9753
H -3.2353 9.6483 -9.2974
H -4.6940 9.4334 -8.2994
H -3.1389 8.7538 -7.7609
*
```